22
Properties=species:S:1:pos:R:3 method="wB97M-V/def2-TZVPD" relative_energy_kj_mol=30.7 orbital_gap_ev=7.96 charge=-1 mol_weight_g_mol=124.2 total_energy_ev=-12008.578 e_homo_ev=-4.095
C -0.341 -0.822 1.120
O 0.849 -0.271 1.547
C -0.309 -1.249 -0.365
C -1.664 -1.827 -0.778
C -2.701 -0.728 -1.186
N 0.769 -2.181 -0.661
H -1.218 -0.143 1.191
H -0.536 -1.712 1.753
H -0.122 -0.323 -0.901
H -2.097 -2.358 0.079
H -1.592 -2.578 -1.572
H -3.582 -0.807 -0.538
H -2.299 0.265 -1.017
H -2.980 -0.866 -2.232
H 0.670 -2.972 -0.053
H 1.653 -1.758 -0.411
H 2.299 1.515 -0.143
H 1.186 0.727 0.852
O 1.410 1.658 0.200
H 1.628 3.401 0.350
H 0.839 4.648 -0.160
O 1.700 4.367 0.146